Entry 1:
86
Properties=species:S:1:pos:R:3:forces:R:3:lowdin_charge:R:1 method="wB97M-V/def2-TZVPD" total_charge=-1 homo_lumo_gap_ev=6.6158
Lu -0.3202 0.6784 0.0204 0.072 -0.031 0.037 1.545
O 0.8261 2.3735 0.5149 0.290 -0.306 -1.178 -0.238
C 1.0616 3.0420 1.5724 -1.237 -0.389 1.519 -0.392
C 2.2632 3.6979 1.7474 2.113 0.997 -0.786 -0.050
C 2.5926 4.3587 2.9083 -0.462 -0.225 0.926 -0.096
C 1.6815 4.3428 3.9907 0.667 0.234 -1.637 -0.123
C 0.4456 3.7683 3.8251 -0.534 -0.352 0.859 -0.076
C 0.1134 3.0887 2.6580 -0.300 0.243 -0.190 -0.142
C -1.2458 2.5424 2.5843 0.978 0.336 -0.308 -0.088
N -1.6115 1.7885 1.6127 0.516 0.018 0.765 -0.156
N -2.8986 1.3718 1.6501 -1.643 -0.192 -0.439 0.048
C -3.2439 0.6646 0.5936 -1.352 -0.249 2.146 -0.482
O -2.5296 0.2783 -0.3690 0.999 -0.022 -0.503 -0.179
C -4.6716 0.1285 0.6416 0.415 0.891 -0.462 -0.141
C -5.1537 -0.4009 -0.5039 -1.428 -0.990 -0.654 -0.036
C -6.4533 -0.9416 -0.5577 0.341 0.415 -0.370 -0.087
C -7.3114 -0.7916 0.5019 0.612 -0.872 0.604 -0.109
C -6.8341 -0.2080 1.6997 -1.604 -0.567 -1.329 -0.081
C -5.5603 0.2587 1.6919 1.013 0.712 1.209 -0.056
H 3.0003 3.7145 0.9071 -0.807 -0.158 0.655 0.116
H 3.5671 4.8521 3.0287 -0.482 -0.213 -0.144 0.099
H 1.9454 4.8848 4.8434 0.203 0.578 1.417 0.065
H -0.2903 3.7651 4.6683 0.664 0.112 -0.811 0.119
H -1.9329 2.8622 3.3916 0.083 -0.447 -0.557 0.130
H -4.5297 -0.3233 -1.3437 0.704 -0.460 -1.196 0.097
H -6.8427 -1.4804 -1.4161 0.325 0.261 -0.218 0.095
H -8.2502 -1.3168 0.3838 -0.347 0.374 0.479 0.091
H -7.5388 -0.1307 2.5223 0.426 0.235 0.148 0.097
H -5.1490 0.8173 2.4923 0.092 0.240 1.135 0.093
O -1.4273 -5.8007 -3.0608 -1.214 -2.152 -0.390 -0.040
C -0.2539 -5.6070 -2.3845 -0.418 1.067 2.424 -0.220
C -0.2596 -4.2441 -1.6810 2.904 -1.126 -1.051 -0.208
C -1.3977 -3.6793 -1.2459 -2.134 0.362 0.269 -0.008
C -1.3352 -2.3676 -0.7899 0.311 -0.315 0.554 -0.067
N -0.2014 -1.6509 -0.6257 -0.904 -0.508 -0.785 0.011
C 0.9350 -2.2277 -0.9734 0.513 -1.414 -0.217 -0.193
C 0.9229 -3.5638 -1.4843 1.337 1.833 -0.153 0.047
C 2.2135 -1.4402 -0.7853 0.305 0.031 0.217 -0.177
C 3.4643 -2.1336 -0.8357 -1.312 0.052 -0.634 0.039
C 4.6065 -1.4071 -0.6074 0.945 -0.947 0.550 -0.187
C 5.9703 -2.1264 -0.4190 -0.318 -1.067 -0.758 -0.162
O 5.8527 -3.5617 -0.1702 -0.063 1.428 0.007 -0.084
C 4.5029 -0.0351 -0.4195 0.184 0.844 0.340 -0.026
C 3.2708 0.6010 -0.3532 -1.524 -1.927 -0.937 -0.063
N 2.0833 -0.1182 -0.5112 2.057 -0.687 0.241 0.064
H -1.7507 -5.0589 -3.5296 -0.067 1.380 -0.683 0.077
H 0.6123 -5.7802 -2.9855 0.768 0.058 -0.357 0.113
H -0.2938 -6.3081 -1.5374 0.384 -0.308 -0.401 0.137
H -2.3088 -4.3238 -1.3363 0.505 1.292 0.259 0.144
H -2.2092 -1.8513 -0.4880 -0.764 0.346 0.182 0.089
H 1.8948 -3.9320 -1.8304 -0.656 -0.258 0.072 0.111
H 3.4965 -3.2100 -1.1232 0.121 1.102 0.699 0.123
H 6.5765 -1.6423 0.3549 -0.285 0.014 0.025 0.117
H 6.5702 -2.1403 -1.3363 -0.214 0.481 0.028 0.121
H 5.4090 -3.6493 0.6776 -0.259 -0.175 0.214 0.057
H 5.4299 0.5377 -0.2877 -0.486 -0.075 0.022 0.120
H 3.1529 1.6697 -0.2797 -0.079 0.049 0.322 0.094
I 2.2960 1.1538 -4.2609 -0.417 0.193 -0.035 0.844
C 0.7019 2.4542 -3.7543 2.191 0.796 -2.154 -0.630
C 0.5985 3.6924 -4.4184 -0.090 1.685 -1.127 -0.232
C -0.3167 4.6504 -4.0499 -0.010 -1.537 0.574 -0.690
I -0.6070 6.3273 -5.2238 0.136 0.290 -0.245 0.895
C -1.1651 4.3964 -2.9040 1.670 -0.014 -1.767 -0.234
C -2.0988 5.2962 -2.4799 -1.087 0.301 1.636 -0.080
C -2.7928 4.9963 -1.3318 -0.126 0.267 0.121 -0.038
C -2.4679 3.8264 -0.6121 -1.324 0.698 1.363 -0.117
N -1.5611 2.9814 -1.0139 -0.069 -0.724 -0.228 0.101
C -0.9642 3.2203 -2.1854 1.100 -1.306 -0.437 -0.118
C -0.0210 2.1508 -2.6834 -2.330 -0.205 2.536 -0.450
O 0.0233 1.0122 -2.0788 -0.099 0.466 -0.214 -0.269
H 1.2094 4.0059 -5.2958 -0.220 -0.940 0.782 0.082
H -2.2162 6.2375 -2.9719 -0.244 0.310 -0.291 0.040
H -3.5376 5.6989 -0.9592 0.119 -0.311 0.061 0.102
H -3.0116 3.6299 0.3669 0.886 0.059 -1.284 0.125
S 0.1644 -0.7846 2.4868 0.067 0.379 -0.425 0.512
C 1.3056 -2.1104 2.3640 0.207 -0.286 0.055 -0.736
C 2.6538 -1.9872 2.7260 0.401 1.669 0.291 -0.152
C 3.4386 -3.1119 2.8970 0.693 -1.368 -1.218 -0.125
C 2.9748 -4.4099 2.5280 0.124 2.226 0.574 -0.105
C 1.6509 -4.5008 2.0936 1.451 -1.251 0.826 -0.130
C 0.8669 -3.4121 2.0412 -2.501 2.591 -0.207 -0.167
H 3.0652 -0.9387 2.8855 -0.539 -1.517 0.026 0.120
H 4.5055 -3.0449 3.1581 -0.515 0.255 0.150 0.093
H 3.6719 -5.2148 2.6557 -0.152 -0.580 -0.075 0.079
H 1.2053 -5.4561 2.0057 -0.332 -0.975 -0.578 0.086
H -0.2282 -3.3930 1.8035 1.054 -0.724 0.112 0.104

***

Entry 2:
66
Properties=species:S:1:pos:R:3:forces:R:3:mulliken_spin:R:1 method="wB97M-V/def2-TZVPD" total_charge=+1 homo_lumo_gap_ev="4.9249 / 5.4649" multiplicity=5
Cr 2.5586 3.1367 -3.4681 -0.764 -2.981 2.077 4.206
O 1.6270 -0.0736 -1.6189 0.939 0.135 0.221 -0.009
C 2.0769 0.8981 -2.3488 -1.640 0.205 0.242 -0.025
O 1.5661 1.2191 -3.4349 -1.388 0.780 -3.459 -0.079
O 2.9021 1.7099 -1.9487 3.392 2.465 1.633 -0.090
H 0.9414 -0.5195 -2.1216 -0.784 -0.642 -0.157 -0.004
F 1.1447 -5.5169 -3.1917 0.099 0.023 -0.164 0.000
C 1.9263 -4.9084 -2.2980 0.906 0.870 1.923 0.000
C 2.1728 -3.5314 -2.3648 -0.074 -0.295 0.775 0.000
C 2.8974 -2.8944 -1.3185 -0.239 -1.551 -0.397 -0.001
C 3.3095 -3.6492 -0.2154 1.257 -0.608 -1.037 0.000
C 3.3026 -5.0663 -0.2781 -1.674 1.685 0.099 0.000
C 2.5035 -5.6633 -1.2440 0.571 -0.170 -1.278 0.000
H 1.7443 -2.9586 -3.1739 0.142 0.016 -0.254 0.000
H 3.2756 -1.8929 -1.4607 -0.488 0.178 0.292 0.001
H 3.9103 -3.1962 0.5594 -0.064 0.222 0.079 0.000
H 3.7973 -5.6034 0.5177 -0.075 -0.317 -0.159 0.000
H 2.5034 -6.7386 -1.3453 -0.354 -0.155 0.147 0.000
F -1.8838 0.3118 4.8404 -2.140 -0.306 0.717 0.000
C -0.7485 0.2948 4.2254 2.342 0.878 -1.363 0.000
C -0.6537 0.2788 2.8402 -1.691 -1.087 0.228 0.000
C 0.5544 0.2287 2.1993 0.145 -0.243 -0.427 0.000
C 1.7062 0.3945 2.9274 0.352 0.190 0.244 0.000
C 1.6207 0.5513 4.2981 0.135 0.060 -0.325 0.000
C 0.3947 0.4404 4.9572 1.352 0.083 0.727 0.000
H -1.5843 0.0918 2.3249 -0.079 0.220 -0.352 0.000
H 0.6159 -0.0112 1.1480 -0.143 0.257 -0.217 0.000
H 2.6790 0.4104 2.4586 0.054 -0.021 -0.129 0.000
H 2.5659 0.7998 4.7578 -0.184 -0.269 0.766 0.000
H 0.3556 0.4391 6.0364 -0.089 0.213 0.095 0.000
F -4.9560 4.0173 -0.0384 -0.025 -0.487 -0.018 0.000
C -4.0235 3.0514 -0.1614 1.287 0.437 0.431 0.000
C -4.2428 1.9000 -0.8549 -1.155 -0.737 -0.826 0.000
C -3.2154 0.9757 -1.0123 0.093 0.301 1.044 0.000
C -2.0455 1.2303 -0.3338 1.974 -1.119 -1.454 0.000
C -1.7440 2.4017 0.2993 -0.618 0.204 0.633 0.000
C -2.7722 3.2843 0.4102 -1.129 1.689 0.623 0.000
H -5.2302 1.6995 -1.2438 -0.071 0.086 -0.241 0.000
H -3.2812 0.0406 -1.5487 -0.458 0.076 -0.104 0.000
H -1.2018 0.5704 -0.4719 -0.063 -0.557 0.041 -0.001
H -0.8009 2.6021 0.7858 0.111 -0.134 -0.049 0.001
H -2.6785 4.1748 1.0139 0.119 0.283 -0.099 0.000
F -0.8038 -1.1773 -2.3102 1.248 1.625 -0.260 0.000
C -1.4381 -2.3125 -2.0654 -1.105 -1.502 -1.716 0.002
C -1.6921 -2.7020 -0.8162 0.200 -0.093 3.149 0.000
C -2.4646 -3.8218 -0.4912 1.260 1.532 -1.046 0.000
C -2.9693 -4.4986 -1.5703 -1.007 -1.313 1.169 0.000
C -2.6908 -4.1633 -2.8808 0.512 0.485 -0.121 0.000
C -1.8926 -3.0505 -3.1399 -0.555 -0.371 -0.353 0.000
H -1.2646 -2.1500 0.0077 0.092 0.329 0.061 0.000
H -2.5541 -4.0547 0.5596 -0.430 -0.344 -0.173 0.000
H -3.6179 -5.3078 -1.2688 -0.116 -0.426 -0.718 0.000
H -3.0638 -4.7612 -3.6993 -0.094 0.029 0.009 0.000
H -1.7000 -2.7388 -4.1558 0.123 0.040 -0.046 0.000
F 2.0206 4.2260 -1.4758 0.512 -0.297 -0.931 0.000
C 1.5231 4.3787 -0.2050 -0.434 0.577 2.331 -0.004
C 0.6261 5.4267 -0.0238 0.288 -0.091 -0.323 -0.001
C 0.1551 5.6621 1.2357 -0.295 0.195 1.446 0.000
C 0.5437 4.8904 2.3385 -0.628 0.237 -0.139 0.000
C 1.4363 3.8770 2.1778 0.402 -0.311 -1.304 0.001
C 1.9684 3.6282 0.8895 -0.120 -0.163 -0.368 0.005
H 0.3017 6.1285 -0.7778 0.199 -0.326 -0.482 -0.001
H -0.5048 6.5017 1.3971 -0.155 0.001 -0.063 0.000
H 0.1382 4.9862 3.3348 -0.241 0.587 -0.075 0.000
H 1.6645 3.2740 3.0443 0.406 -0.239 -0.244 0.000
H 2.6891 2.8297 0.7920 0.057 -0.040 -0.334 -0.001

***

Ordered molecular weight results: 1134.57, 593.53; unit g/mol.
Ordered energy results: -121372.14653, -80711.41989; unit eV.
Ordered energy above the lowest of the compared OMol25 structures with the same formula, charge and spin results: 17.31, 21.08; unit kcal per mole.